47
Properties=species:S:1:pos:R:3 method="wB97M-V/def2-TZVPD" homo_ev=-18.3 orbital_gap_ev=6.32 total_charge=+3
Hf 8.96 0.37 15.12
O 12.36 -1.85 16.26
C 11.16 -1.46 15.95
O 10.54 -0.48 16.45
C 10.66 -2.09 14.73
C 11.42 -3.01 13.97
C 10.74 -3.45 12.79
C 9.55 -2.89 12.36
C 8.93 -1.92 13.16
N 9.42 -1.63 14.41
C 7.80 -1.11 12.80
O 6.99 -1.52 11.86
O 7.54 -0.10 13.52
H 12.81 -1.26 16.92
H 12.44 -3.37 14.15
H 11.29 -4.07 12.04
H 9.22 -3.15 11.35
H 7.37 -2.38 11.50
O 10.37 5.63 10.41
N 9.27 5.71 11.06
O 8.25 6.31 10.64
C 9.20 4.97 12.26
C 8.05 5.06 13.07
C 8.07 4.37 14.21
C 9.05 3.35 14.46
O 8.59 2.33 15.20
C 10.18 3.30 13.62
C 10.34 4.25 12.65
N 11.02 2.07 13.44
O 12.05 2.04 12.78
O 10.40 0.87 13.77
N 7.01 4.68 15.16
O 5.91 5.07 14.68
O 7.28 4.60 16.35
H 7.19 5.61 12.73
H 11.18 4.30 11.94
C 6.55 1.47 19.32
N 7.81 1.17 18.66
C 9.07 2.01 18.90
C 7.77 0.55 17.52
N 7.65 -0.31 16.71
H 6.09 0.53 19.77
H 5.76 1.92 18.65
H 6.73 2.20 20.14
H 9.12 2.24 19.98
H 8.94 2.95 18.31
H 9.82 1.34 18.57

=====

14
Properties=species:S:1:pos:R:3 method="wB97M-V/def2-TZVPD" homo_ev=-9.3 orbital_gap_ev=9.58 total_charge=0
C -2.49 -1.07 -1.37
N -1.62 -0.25 -1.93
S -0.01 0.02 -1.32
C 0.30 -1.30 -0.19
O -0.50 -2.13 0.22
H -3.42 -1.12 -2.03
H -2.44 -1.59 -0.41
H 1.30 -1.19 0.16
O 1.62 0.67 2.19
C 1.55 1.46 1.09
O 0.23 1.61 0.83
S 2.81 2.14 0.44
H 2.66 0.43 2.18
H 0.01 2.31 0.14

=====

32
Properties=species:S:1:pos:R:3 method="wB97M-V/def2-TZVPD" de_lowest_kcal_mol=35.2 homo_ev=-13.1 orbital_gap_ev=9.90 total_charge=+1
C -0.14 1.04 0.44
C 0.17 0.09 -0.75
C -0.16 -1.38 -0.28
C 1.00 -2.36 -0.23
C 1.90 -2.01 0.93
C 1.80 -2.57 -1.50
N -0.42 0.27 -2.15
H 0.66 0.92 1.15
H -0.24 2.08 0.11
H -1.09 0.87 0.95
H 1.25 0.28 -0.85
H -0.93 -1.88 -0.87
H -0.66 -1.26 0.69
H 0.41 -3.30 -0.19
H 2.67 -1.32 0.52
H 2.39 -3.00 1.15
H 1.59 -1.51 1.84
H 2.33 -1.72 -1.87
H 2.59 -3.35 -1.45
H 1.15 -2.97 -2.31
H -0.05 1.17 -2.47
H -0.17 -0.59 -2.63
H -1.43 0.42 -2.07
H -2.03 1.16 3.39
H -0.94 0.42 4.01
O -1.70 0.94 4.30
H -1.25 3.13 2.16
H -2.61 3.08 3.01
O -2.03 2.62 2.40
H -2.12 3.37 -2.30
H -0.68 4.06 -2.43
O -1.24 3.32 -2.68

=====

62
Properties=species:S:1:pos:R:3 method="wB97M-V/def2-TZVPD" de_lowest_kcal_mol=0.0 homo_ev=-7.5 orbital_gap_ev=10.07 total_charge=-1
C 3.41 0.71 0.68
O 3.74 -0.37 -0.16
C 1.99 0.56 1.23
C 0.98 0.61 0.10
C -0.36 -0.04 0.48
H 4.18 0.67 1.53
H 3.57 1.69 0.18
H 1.77 1.36 1.95
H 1.94 -0.38 1.78
H 1.34 0.11 -0.81
H 0.75 1.68 -0.21
H -1.08 0.06 -0.34
H -0.78 0.41 1.37
H -0.26 -1.12 0.61
H -0.91 2.77 -1.18
H -2.36 2.41 -0.61
O -1.61 3.06 -0.53
H -1.11 2.75 1.03
H -1.20 3.47 2.37
O -1.05 2.58 2.01
H 1.36 -2.46 1.63
H 1.08 -3.15 3.05
O 0.79 -2.46 2.45
H -3.05 -0.43 2.71
H -1.82 -0.87 3.57
O -2.72 -1.16 3.23
H 2.66 3.16 -1.27
H 1.57 2.78 -2.40
O 2.55 2.97 -2.22
H 1.92 0.06 -2.71
H 0.15 -0.28 -3.89
O 0.22 -0.17 -2.94
H -0.82 -2.92 1.93
H -2.23 -2.44 2.15
O -1.73 -3.12 1.67
H -0.27 0.45 3.19
H 0.17 -1.00 3.22
O -0.23 -0.30 3.77
H 0.97 -2.93 -2.53
H 0.53 -1.47 -2.18
O 0.67 -2.41 -1.80
H -2.54 1.65 2.02
H -3.39 1.01 0.97
O -3.32 1.11 1.90
H 3.41 -0.17 -1.14
H 2.96 1.21 -2.60
O 2.90 0.23 -2.63
H 1.70 -2.55 -0.36
H 2.92 -1.79 0.19
O 2.33 -2.59 0.35
H -0.32 2.67 -3.28
H 0.09 1.22 -2.65
O 0.04 2.29 -2.51
H -2.93 0.36 -1.33
H -4.25 1.20 -1.22
O -3.40 1.08 -0.82
H -0.96 -2.92 -1.21
H -1.94 -3.03 -0.07
O -1.92 -3.00 -1.03
H -1.40 -0.49 -2.54
H -2.31 -1.58 -1.80
O -2.34 -0.72 -2.35

=====

16
Properties=species:S:1:pos:R:3 method="wB97M-V/def2-TZVPD" de_lowest_kcal_mol=46.1 homo_ev=-9.7 orbital_gap_ev=10.94 total_charge=0
C 1.22 -0.21 0.64
C 0.90 0.86 -0.40
C -0.61 0.98 -0.55
C -1.48 0.50 0.58
C -0.97 -0.48 -0.50
C 0.38 -1.32 -0.06
H 0.92 -0.05 1.68
H 2.31 -0.35 0.64
H 1.06 0.14 -1.25
H 1.44 1.81 -0.31
H -0.96 1.68 -1.31
H -1.04 0.48 1.57
H -2.55 0.75 0.63
H -1.76 -0.83 -1.17
H -0.01 -2.13 0.53
H 1.15 -1.84 -0.71

=====

11
Properties=species:S:1:pos:R:3 method="wB97M-V/def2-TZVPD" de_lowest_kcal_mol=113.1 homo_ev="-8.1 / -8.1" orbital_gap_ev="5.99 / 5.98" total_charge=0
C 0.99 -1.19 1.21
C -0.14 -0.40 1.21
C 0.54 -0.74 -0.83
C -1.25 1.76 -1.22
N 1.42 -1.34 -0.09
N -0.44 -0.19 -0.09
S -1.39 2.95 -0.24
H 1.57 -1.53 2.13
H -0.73 -0.35 2.06
H 0.62 -0.65 -1.92
H -1.18 1.67 -2.23

=====

What did the second record say?
14
Properties=species:S:1:pos:R:3 method="wB97M-V/def2-TZVPD" homo_ev=-9.3 orbital_gap_ev=9.58 total_charge=0
C -2.49 -1.07 -1.37
N -1.62 -0.25 -1.93
S -0.01 0.02 -1.32
C 0.30 -1.30 -0.19
O -0.50 -2.13 0.22
H -3.42 -1.12 -2.03
H -2.44 -1.59 -0.41
H 1.30 -1.19 0.16
O 1.62 0.67 2.19
C 1.55 1.46 1.09
O 0.23 1.61 0.83
S 2.81 2.14 0.44
H 2.66 0.43 2.18
H 0.01 2.31 0.14